Record 1
Entry from the OMol25 dataset: a single C7H8S3 molecule at a distorted geometry (wB97M-V/def2-TZVPD).

Orbital gap   8.563 eV
Max |F|   0.149 Eh/bohr
DFT total energy   -1465.93847 a.u.
Charge   0

Last column: natural (NBO) charge in e.
Atoms and positions in Å:
1 C 0.396 1.352 -0.126  -0.408
2 C -0.057 0.783 1.111  -0.180
3 C -0.050 0.713 -1.338  -0.194
4 C -0.909 -0.257 1.186  -0.157
5 C 2.324 -0.333 0.324  -0.529
6 C -0.892 -0.370 -1.207  -0.157
7 C -1.491 -0.877 0.013  -0.430
8 S 2.241 1.189 -0.263  0.380
9 S 3.885 -1.022 0.666  0.157
10 S -3.277 -0.610 -0.014  -0.009
11 H 0.071 2.443 -0.284  0.250
12 H 0.369 1.292 1.951  0.217
13 H 0.264 0.998 -2.229  0.205
14 H -1.207 -0.570 2.246  0.227
15 H -1.240 -0.952 -2.078  0.207
16 H -1.566 -1.942 0.052  0.245
17 H 4.678 -0.061 0.649  0.061
18 H -3.538 -1.775 -0.660  0.116

***

Record 2
Entry from the OMol25 dataset: a molecular structure, C13H20N2O3S at a distorted geometry (wB97M-V/def2-TZVPD).

Orbital gap   7.853 eV
Max |F|   0.325 Eh/bohr
DFT total energy   -1240.35639 a.u.
Charge   0

Last column: natural (NBO) charge in e.
Atoms and positions in Å:
1 C 0.328 5.301 0.031  -0.594
2 C 1.268 4.645 -1.064  -0.399
3 C 0.796 3.438 -1.919  -0.386
4 C 1.117 2.193 -1.399  -0.498
5 C 0.417 1.943 -0.124  -0.001
6 H -0.537 2.088 0.059  0.196
7 H 0.976 2.691 0.943  0.165
8 O 0.977 0.601 0.281  -0.503
9 C 0.231 -0.368 -0.137  0.811
10 O -0.838 -0.278 -0.713  -0.629
11 C 0.959 -1.766 0.383  -0.286
12 C -0.180 -2.776 0.152  -0.207
13 C -1.738 -2.748 0.693  0.458
14 N -2.323 -3.878 0.622  -0.543
15 C -2.123 -4.958 -0.211  0.203
16 S -3.174 -6.103 -0.141  -0.178
17 N -0.986 -5.004 -0.508  -0.533
18 C 0.107 -3.972 -0.388  0.533
19 O 1.288 -4.320 -1.041  -0.734
20 H -0.501 -5.839 -0.988  0.458
21 H -3.352 -3.731 0.860  0.421
22 C -1.980 -1.547 1.672  -0.605
23 H -2.688 -2.021 2.351  0.240
24 H -2.596 -0.952 1.008  0.254
25 H -1.228 -1.082 1.735  0.201
26 C 1.419 -1.834 1.761  -0.615
27 H 0.531 -1.502 2.583  0.206
28 H 2.020 -2.802 1.902  0.254
29 H 2.201 -0.894 1.906  0.225
30 H 1.489 -2.026 -0.269  0.217
31 H 0.888 1.435 -2.137  0.236
32 H 2.226 2.191 -1.475  0.235
33 H 1.153 3.656 -2.902  0.232
34 H -0.443 3.745 -1.930  0.171
35 H 1.550 5.649 -1.741  0.212
36 H 2.418 4.369 -0.544  0.182
37 H -0.577 5.696 -0.733  0.204
38 H 0.839 6.169 0.760  0.223
39 H 0.065 4.591 0.662  0.176

***

Record 3
Entry from the OMol25 dataset: a single C4H7NO2 molecule at a distorted geometry (wB97M-V/def2-TZVPD).

Orbital gap   10.790 eV
Max |F|   0.049 Eh/bohr
DFT total energy   -361.83826 a.u.
SMILES   NC(=O)CCC=O
Charge   0

Last column: natural (NBO) charge in e.
Atoms and positions in Å:
1 O 1.264 -1.974 1.540  -0.526
2 C 1.749 -1.564 0.519  0.443
3 C 1.270 -0.323 -0.158  -0.534
4 C -0.005 0.296 0.407  -0.512
5 C -1.009 0.721 -0.628  0.686
6 N -2.293 0.939 -0.193  -0.856
7 O -0.788 0.777 -1.821  -0.597
8 H 2.424 -2.201 -0.083  0.115
9 H 2.033 0.469 -0.073  0.241
10 H 1.330 -0.399 -1.247  0.262
11 H -0.556 -0.484 0.942  0.252
12 H 0.272 1.063 1.126  0.237
13 H -2.717 1.463 0.561  0.399
14 H -2.976 1.214 -0.893  0.389

***

Record 4
Entry from the OMol25 dataset: a single C6H5Br molecule at a distorted geometry (wB97M-V/def2-TZVPD).

Orbital gap   8.340 eV
Max |F|   0.059 Eh/bohr
DFT total energy   -2805.56250 a.u.
SMILES   C=C1C=CC=C1Br
Charge   0

Last column: natural (NBO) charge in e.
Atoms and positions in Å:
1 C -0.859 1.428 0.012  -0.211
2 C -1.199 0.158 0.122  -0.219
3 C 0.625 1.549 0.034  -0.235
4 C 1.081 0.280 -0.073  -0.097
5 C 0.005 -0.748 0.089  -0.096
6 C 0.061 -2.062 -0.010  -0.297
7 Br 2.946 -0.080 0.012  0.051
8 H -1.662 2.120 -0.108  0.221
9 H -2.152 -0.161 0.004  0.202
10 H 0.994 2.562 0.028  0.237
11 H 0.986 -2.462 -0.430  0.225
12 H -0.825 -2.584 0.320  0.218

***

Record 5
Entry from the OMol25 dataset: a molecular structure, C35H66ClN5O2PS2 at a distorted geometry (wB97M-V/def2-TZVPD).

Orbital gap   6.349 eV
Max |F|   0.074 Eh/bohr
DFT total energy   -3395.05344 a.u.
Charge   +1

Last column: Löwdin charge in e.
Atoms and positions in Å:
1 C -0.913 -1.134 8.533  -0.119
2 C 0.274 -1.995 8.028  -0.263
3 C 0.872 -1.438 6.698  -0.211
4 C 2.321 -0.892 6.886  -0.194
5 C 2.575 0.446 6.153  -0.209
6 C 3.125 0.265 4.727  -0.210
7 C 4.561 -0.318 4.671  -0.209
8 C 5.457 0.322 3.606  -0.215
9 C 4.889 0.240 2.167  -0.220
10 C 6.016 0.552 1.140  -0.202
11 C 6.580 -0.703 0.439  -0.205
12 C 5.741 -1.222 -0.748  -0.206
13 C 5.515 -0.164 -1.872  -0.182
14 C 4.162 0.586 -1.681  -0.224
15 C 3.366 0.712 -2.998  -0.179
16 C 1.901 1.207 -2.816  -0.121
17 C 1.112 0.171 -2.034  -0.182
18 C 0.437 -0.899 -2.556  -0.150
19 C 0.251 -1.365 -3.973  -0.088
20 C -1.226 -1.498 -4.477  -0.259
21 C -2.320 -0.823 -3.627  -0.437
22 S -3.929 -1.556 -4.160  0.898
23 C -4.066 -2.886 -2.961  -1.000
24 S -2.854 -3.990 -2.817  0.703
25 N -5.252 -2.833 -2.185  -0.228
26 C -4.984 -2.787 -0.741  -0.262
27 C -5.206 -1.383 -0.130  -0.084
28 C -6.245 -3.863 -2.568  -0.226
29 C -5.898 -5.319 -2.204  -0.105
30 N -0.069 -1.570 -1.428  0.148
31 C 0.255 -0.908 -0.323  -0.386
32 P -0.392 -1.627 1.279  0.873
33 O -0.096 -3.240 1.267  -0.243
34 O 0.366 -0.875 2.519  -0.293
35 N 0.992 0.171 -0.638  -0.403
36 Cl 1.599 1.262 0.479  0.873
37 H -1.303 -1.500 9.491  0.069
38 H -0.553 -0.107 8.678  0.073
39 H -1.725 -1.194 7.798  0.071
40 H 1.025 -2.072 8.824  0.098
41 H -0.139 -3.003 7.867  0.097
42 H 0.875 -2.275 5.986  0.096
43 H 0.175 -0.668 6.339  0.097
44 H 3.005 -1.697 6.589  0.108
45 H 2.446 -0.703 7.961  0.103
46 H 3.187 1.128 6.760  0.113
47 H 1.597 0.943 6.050  0.103
48 H 3.048 1.223 4.187  0.108
49 H 2.455 -0.451 4.224  0.083
50 H 5.024 -0.211 5.663  0.114
51 H 4.481 -1.404 4.498  0.110
52 H 6.464 -0.124 3.596  0.114
53 H 5.601 1.388 3.838  0.122
54 H 4.384 -0.713 1.950  0.106
55 H 4.165 1.066 2.074  0.074
56 H 6.846 1.002 1.706  0.109
57 H 5.699 1.302 0.407  0.090
58 H 7.601 -0.463 0.110  0.114
59 H 6.635 -1.509 1.190  0.114
60 H 6.330 -2.029 -1.212  0.107
61 H 4.796 -1.666 -0.406  0.098
62 H 5.483 -0.747 -2.805  0.104
63 H 6.375 0.511 -1.957  0.119
64 H 4.395 1.607 -1.348  0.109
65 H 3.578 0.024 -0.944  0.067
66 H 3.384 -0.255 -3.526  0.115
67 H 3.895 1.444 -3.624  0.126
68 H 1.951 2.173 -2.297  0.105
69 H 1.413 1.360 -3.785  0.115
70 H 0.893 -0.754 -4.618  0.118
71 H 0.672 -2.384 -4.011  0.130
72 H -1.438 -2.549 -4.681  0.051
73 H -1.262 -1.007 -5.463  0.113
74 H -2.391 0.242 -3.864  0.075
75 H -2.267 -1.040 -2.557  0.052
76 H -5.676 -3.458 -0.214  0.112
77 H -3.974 -3.114 -0.461  0.084
78 H -6.272 -1.124 -0.134  0.073
79 H -4.921 -1.474 0.932  0.072
80 H -4.570 -0.613 -0.578  0.052
81 H -7.172 -3.612 -2.031  0.121
82 H -6.456 -3.789 -3.643  0.121
83 H -5.752 -5.479 -1.130  0.071
84 H -6.775 -5.929 -2.481  0.080
85 H -5.074 -5.728 -2.798  0.041
86 H -0.630 -2.419 -1.450  0.139
87 H 0.850 -3.401 1.098  0.075
88 H 1.225 -1.308 2.675  0.048
89 C -0.923 4.072 -2.869  -0.114
90 C -0.239 5.377 -2.481  -0.257
91 C 0.243 6.169 -3.699  -0.180
92 C 1.218 5.367 -4.454  -0.238
93 N 1.970 4.727 -5.037  0.147
94 H -0.236 3.402 -3.390  0.051
95 H -1.278 3.549 -1.978  0.071
96 H -1.782 4.256 -3.517  0.074
97 H 0.607 5.159 -1.826  0.108
98 H -0.935 5.991 -1.907  0.111
99 H 0.717 7.100 -3.386  0.120
100 H -0.593 6.420 -4.352  0.123
101 C -4.846 3.803 -2.297  -0.117
102 C -6.192 3.497 -2.935  -0.252
103 C -6.691 2.121 -2.486  -0.166
104 C -5.691 1.120 -2.872  -0.168
105 N -4.887 0.360 -3.187  0.044
106 H -4.092 3.084 -2.622  0.054
107 H -4.501 4.794 -2.599  0.073
108 H -4.902 3.781 -1.206  0.082
109 H -6.088 3.532 -4.021  0.116
110 H -6.926 4.257 -2.666  0.113
111 H -7.654 1.887 -2.942  0.122
112 H -6.816 2.090 -1.403  0.123

***

Record 6
Entry from the OMol25 dataset: a single C3H8N2O2 molecule at a distorted geometry (wB97M-V/def2-TZVPD).

Orbital gap   9.356 eV
Max |F|   0.076 Eh/bohr
DFT total energy   -379.05004 a.u.
SMILES   CN(N)CC(=O)O
Charge   0

Last column: natural (NBO) charge in e.
Atoms and positions in Å:
1 C 1.073 -0.319 0.748  -0.329
2 C -0.818 1.304 0.217  -0.437
3 N -0.434 -0.044 0.628  -0.305
4 C 1.511 -0.069 -0.677  0.761
5 N -1.217 -1.091 0.021  -0.713
6 O 1.031 -0.980 -1.566  -0.703
7 O 2.425 0.705 -0.960  -0.572
8 H 0.127 -1.256 -1.285  0.502
9 H -1.832 -1.536 0.718  0.370
10 H -1.902 -0.786 -0.681  0.360
11 H 1.306 -1.343 1.057  0.234
12 H 1.519 0.422 1.419  0.232
13 H -1.821 1.534 0.594  0.204
14 H -0.140 2.050 0.641  0.223
15 H -0.827 1.410 -0.874  0.173